Entry 1:
ORCA calculation (ωB97M-V with the def2-TZVPD basis set) on a structure of composition C38H39NOP2RuSi.

Geometry (Å):
C1 1.62 -0.02 -3.96
C2 0.53 -0.10 -3.07
C3 -0.12 1.17 -2.85
C4 -0.36 2.00 -3.97
C5 0.51 1.85 -5.05
C6 1.57 0.94 -4.98
C7 -1.50 2.98 -3.93
C8 -1.76 3.42 -2.50
C9 -0.89 2.93 -1.49
C10 -0.65 3.71 -0.34
C11 -1.69 4.55 0.07
C12 -2.80 4.73 -0.76
C13 -2.80 4.26 -2.08
H1 2.45 -0.73 -3.88
H2 0.36 2.49 -5.94
H3 2.34 0.95 -5.77
H4 -1.19 3.85 -4.53
H5 -1.59 5.06 1.03
H6 -3.64 5.31 -0.39
H7 -3.59 4.54 -2.78
N1 -0.40 1.63 -1.57
Ru1 -0.16 0.57 0.05
C14 -0.14 -1.35 -2.57
H8 -0.21 -1.38 -1.45
H9 0.31 -2.28 -2.95
C15 0.70 3.68 0.33
H10 1.45 4.23 -0.26
H11 0.62 4.15 1.31
P1 -1.90 -1.25 -3.32
P2 1.43 1.98 0.62
C16 2.08 2.22 2.30
H12 2.25 1.24 2.76
H13 3.02 2.79 2.29
H14 1.34 2.77 2.89
C17 2.91 1.84 -0.43
H15 3.52 2.75 -0.37
H16 3.50 0.98 -0.07
H17 2.63 1.66 -1.47
C18 -1.69 -2.52 -4.61
H18 -0.74 -2.34 -5.11
H19 -1.69 -3.52 -4.16
H20 -2.52 -2.43 -5.33
C19 -2.79 -2.15 -2.01
H21 -3.87 -2.08 -2.16
H22 -2.47 -3.19 -1.99
H23 -2.54 -1.69 -1.04
C20 -1.66 1.05 0.99
O1 -2.61 1.38 1.59
H24 -2.38 2.61 -4.36
C21 -2.46 -4.51 0.58
C22 -3.01 -3.32 1.05
C23 -2.17 -2.26 1.41
C24 -0.78 -2.36 1.23
C25 -0.23 -3.57 0.78
C26 -1.07 -4.64 0.46
Si1 0.35 -0.93 1.75
C27 -0.22 -0.69 3.54
C28 -0.26 0.60 4.08
C29 -0.56 0.81 5.43
C30 -0.95 -0.27 6.24
C31 -0.99 -1.56 5.68
C32 -0.60 -1.77 4.35
C33 2.17 -1.43 1.83
C34 2.92 -1.41 3.02
C35 4.29 -1.69 2.99
C36 4.93 -2.01 1.78
C37 4.18 -2.08 0.61
C38 2.80 -1.80 0.63
H25 -3.12 -5.34 0.31
H26 -4.09 -3.19 1.12
H27 -2.59 -1.34 1.82
H28 0.85 -3.67 0.68
H29 -0.64 -5.58 0.11
H30 -0.07 1.47 3.43
H31 -0.50 1.82 5.85
H32 -1.22 -0.11 7.28
H33 -1.31 -2.41 6.29
H34 -0.63 -2.79 3.94
H35 2.43 -1.18 3.97
H36 4.87 -1.65 3.91
H37 6.01 -2.20 1.76
H38 4.65 -2.35 -0.34
H39 2.22 -1.84 -0.30

Output
2S+1: 5
Kohn-Sham gap (spin up / spin down): 6.771 / 4.193 eV
HOMO level (spin up / spin down): -12.964 / -13.585 eV
strongest force on any atom: 6.816 eV Å⁻¹
calculated total energy: -72596.062 eV
net charge: +2
LUMO (spin up / spin down): -6.19 / -9.39 eV
expectation value of S²: 6.0718
ΔE to the lowest compared entry with this formula, charge and spin: 0.0 kcal per mole

---

Entry 2:
ORCA calculation (ωB97M-V with the def2-TZVPD basis set) on a structure of composition C38H39O3P2Se2Ti.

Geometry (Å):
Ti1 0.43 0.76 -1.03
O1 1.21 0.85 -2.84
C1 1.14 0.29 -4.00
O2 2.08 0.35 -4.74
C2 -0.07 -0.65 -4.19
P1 -0.48 -1.26 -2.48
C3 -2.24 -1.87 -2.69
C4 -3.14 -1.49 -1.76
C5 -4.44 -1.95 -1.75
C6 -4.90 -2.75 -2.76
C7 -4.01 -3.14 -3.74
C8 -2.72 -2.69 -3.73
C9 0.44 -2.84 -2.34
C10 0.13 -3.72 -1.32
C11 1.01 -4.69 -0.93
C12 2.20 -4.87 -1.64
C13 2.53 -4.06 -2.72
C14 1.69 -2.99 -3.03
H1 0.09 -1.35 -4.98
H2 -0.91 0.04 -4.40
H3 -2.69 -0.90 -1.03
H4 -5.16 -1.62 -0.95
H5 -5.92 -3.12 -2.67
H6 -4.25 -3.78 -4.60
H7 -2.04 -2.86 -4.54
H8 -0.83 -3.79 -0.80
H9 0.89 -5.53 -0.17
H10 2.96 -5.60 -1.49
H11 3.49 -4.29 -3.20
H12 2.02 -2.36 -3.85
Se1 2.25 -0.64 0.01
P2 2.85 1.24 0.86
Se2 1.83 2.80 -0.21
C15 4.63 1.47 0.81
C16 5.40 2.39 1.55
C17 6.76 2.52 1.21
C18 7.41 1.68 0.37
C19 6.65 0.78 -0.35
C20 5.34 0.61 -0.07
C21 2.37 1.15 2.59
C22 1.09 1.65 2.95
C23 0.59 1.62 4.21
C24 1.49 1.24 5.22
C25 2.74 0.69 4.95
C26 3.16 0.63 3.58
H13 5.03 3.20 2.19
H14 7.26 3.28 1.69
H15 8.41 1.79 0.11
H16 7.10 0.00 -0.92
H17 4.75 -0.11 -0.60
H18 0.52 2.21 2.22
H19 -0.41 1.90 4.42
H20 1.19 1.14 6.22
H21 3.47 0.42 5.70
H22 3.99 0.04 3.22
C27 -3.22 -1.38 1.92
C28 -2.11 -0.57 2.67
C29 -0.74 -1.19 2.32
C30 -2.27 0.89 2.25
C31 -2.78 1.68 3.22
C32 -3.20 2.97 2.88
C33 -3.02 3.42 1.63
C34 -2.34 2.70 0.64
C35 -2.62 3.09 -0.81
C36 -1.58 2.89 -1.84
C37 -3.98 2.44 -1.22
C38 -1.90 1.42 1.00
O3 -1.14 0.78 0.06
H23 -3.16 -2.50 2.00
H24 -3.18 -1.16 0.86
H25 -4.24 -1.17 2.28
H26 -2.12 -0.62 3.72
H27 -0.36 -0.93 1.34
H28 -0.85 -2.25 2.28
H29 0.16 -1.03 3.06
H30 -3.11 1.18 4.20
H31 -3.62 3.53 3.73
H32 -3.62 4.33 1.41
H33 -2.75 4.16 -0.94
H34 -1.40 1.87 -2.11
H35 -0.65 3.28 -1.48
H36 -1.82 3.36 -2.84
H37 -3.80 1.36 -1.21
H38 -4.30 2.87 -2.17
H39 -4.69 2.77 -0.45

Output
2S+1: 2
Kohn-Sham gap (spin up / spin down): 8.393 / 8.293 eV
HOMO level (spin up / spin down): -8.027 / -8.072 eV
strongest force on any atom: 3.477 eV Å⁻¹
calculated total energy: -218569.400 eV
net charge: 0
LUMO (spin up / spin down): 0.37 / 0.22 eV
expectation value of S²: 0.7536
ΔE to the lowest compared entry with this formula, charge and spin: 27.4 kcal per mole

---

Entry 3:
ORCA calculation (ωB97M-V with the def2-TZVPD basis set) on a structure of composition C38H40ClN7PRuSi.

Geometry (Å):
Ru1 0.06 -0.20 0.39
C1 -3.51 0.33 -1.57
C2 -3.24 0.78 -0.17
C3 -4.26 1.22 0.67
C4 -3.96 1.62 1.96
C5 -2.65 1.61 2.41
C6 -1.69 1.20 1.51
N1 -1.97 0.78 0.27
N2 -0.31 1.06 1.70
Si1 0.69 2.39 2.47
C7 0.50 2.21 4.30
C8 2.39 2.19 1.76
C9 -0.03 3.99 1.87
H1 -4.37 0.85 -1.98
H2 -3.73 -0.74 -1.59
H3 -2.65 0.51 -2.21
H4 -5.27 1.26 0.29
H5 -4.75 1.95 2.62
H6 -2.39 1.90 3.42
H7 0.67 1.19 4.65
H8 -0.48 2.54 4.62
H9 1.23 2.86 4.79
H10 2.85 1.21 1.89
H11 3.05 2.92 2.24
H12 2.38 2.43 0.70
H13 -1.05 4.17 2.23
H14 -0.03 4.05 0.78
H15 0.59 4.82 2.23
Cl1 2.37 -2.15 -1.46
C10 3.47 -2.54 -0.18
C11 4.69 -3.10 -0.53
C12 5.57 -3.51 0.46
C13 5.21 -3.39 1.80
C14 3.99 -2.82 2.14
C15 3.10 -2.36 1.15
P1 1.48 -1.69 1.60
C16 1.54 -1.38 3.39
C17 0.57 -1.92 4.24
C18 0.64 -1.70 5.60
C19 1.68 -0.95 6.14
C20 2.65 -0.41 5.30
C21 2.57 -0.62 3.93
C22 0.29 -3.02 1.30
C23 0.68 -4.27 0.81
C24 -0.27 -5.21 0.46
C25 -1.62 -4.92 0.58
C26 -2.03 -3.69 1.08
C27 -1.08 -2.74 1.44
H16 4.94 -3.22 -1.58
H17 6.52 -3.94 0.19
H18 5.87 -3.73 2.58
H19 3.72 -2.76 3.18
H20 -0.23 -2.54 3.84
H21 -0.11 -2.13 6.26
H22 1.74 -0.79 7.21
H23 3.47 0.16 5.71
H24 3.36 -0.23 3.29
H25 1.74 -4.50 0.70
H26 0.05 -6.18 0.09
H27 -2.36 -5.66 0.31
H28 -3.08 -3.48 1.21
H29 -1.41 -1.81 1.88
C28 1.36 1.92 -2.21
C29 0.60 0.70 -2.55
N3 0.12 -0.17 -1.67
C30 -0.50 -1.19 -2.37
C31 -0.39 -0.92 -3.69
N4 0.29 0.27 -3.79
C32 0.52 1.02 -5.02
N5 -0.34 2.16 -5.12
N6 0.13 3.40 -4.80
N7 -0.82 4.23 -4.85
C33 -1.98 3.56 -5.20
C34 -3.28 4.04 -5.39
C35 -4.24 3.11 -5.74
C36 -3.92 1.75 -5.91
C37 -2.65 1.27 -5.73
C38 -1.68 2.21 -5.37
H30 1.53 1.93 -1.14
H31 0.84 2.83 -2.51
H32 2.33 1.93 -2.71
H33 -0.97 -2.03 -1.87
H34 -0.74 -1.46 -4.56
H35 0.35 0.35 -5.86
H36 1.55 1.38 -5.06
H37 -3.51 5.09 -5.27
H38 -5.26 3.44 -5.91
H39 -4.71 1.06 -6.20
H40 -2.41 0.22 -5.88

Output
2S+1: 2
Kohn-Sham gap (spin up / spin down): 6.138 / 6.435 eV
HOMO level (spin up / spin down): -13.252 / -13.252 eV
strongest force on any atom: 0.802 eV Å⁻¹
calculated total energy: -82744.753 eV
net charge: +2
LUMO (spin up / spin down): -7.11 / -6.82 eV
expectation value of S²: 0.7745
ΔE to the lowest compared entry with this formula, charge and spin: 28.1 kcal per mole

---

Entry 4:
ORCA calculation (ωB97M-V with the def2-TZVPD basis set) on a structure of composition C38H40F5N2OP2S5Ti.

Geometry (Å):
Ti1 1.23 0.60 0.47
S1 1.25 2.95 -0.42
P1 -0.32 2.08 -1.30
C1 -0.71 0.57 -0.49
P2 -1.60 0.99 0.96
S2 -0.71 2.11 2.34
C2 -3.28 1.65 0.62
C3 -4.07 0.91 -0.26
C4 -5.37 1.30 -0.51
C5 -5.89 2.43 0.11
C6 -5.10 3.16 0.98
C7 -3.79 2.77 1.24
C8 -2.17 -0.60 1.67
C9 -2.90 -0.57 2.85
C10 -3.44 -1.74 3.37
C11 -3.23 -2.95 2.71
C12 -2.50 -2.98 1.53
C13 -1.97 -1.81 1.00
C14 0.09 1.60 -3.02
C15 0.68 2.52 -3.87
C16 1.00 2.15 -5.17
C17 0.73 0.87 -5.61
C18 0.13 -0.05 -4.76
C19 -0.18 0.31 -3.46
C20 -1.56 3.40 -1.60
C21 -1.48 4.58 -0.87
C22 -2.36 5.62 -1.13
C23 -3.32 5.47 -2.12
C24 -3.41 4.29 -2.84
C25 -2.53 3.25 -2.58
H1 -3.66 0.02 -0.72
H2 -5.99 0.72 -1.19
H3 -6.90 2.75 -0.10
H4 -5.51 4.04 1.46
H5 -3.17 3.32 1.94
H6 -3.04 0.38 3.35
H7 -4.02 -1.71 4.28
H8 -3.65 -3.86 3.11
H9 -2.36 -3.92 1.01
H10 -1.42 -1.81 0.07
H11 0.89 3.52 -3.51
H12 1.47 2.87 -5.84
H13 0.97 0.58 -6.63
H14 -0.09 -1.05 -5.12
H15 -0.65 -0.38 -2.77
H16 -0.71 4.68 -0.11
H17 -2.29 6.54 -0.57
H18 -4.01 6.28 -2.33
H19 -4.16 4.18 -3.61
H20 -2.58 2.33 -3.16
C26 1.05 -2.25 3.42
C27 2.52 -2.57 3.66
S3 3.67 -1.72 2.52
C28 4.46 -0.49 3.61
C29 4.49 0.91 3.03
S4 2.90 1.63 2.51
C30 2.01 1.65 4.10
C31 1.23 0.38 4.45
S5 0.58 -0.54 3.01
H21 0.45 -2.54 4.28
H22 0.67 -2.79 2.55
H23 2.69 -3.64 3.51
H24 2.82 -2.33 4.68
H25 5.48 -0.82 3.79
H26 3.92 -0.50 4.56
H27 5.11 0.95 2.13
H28 4.91 1.60 3.76
H29 1.33 2.48 4.01
H30 2.75 1.88 4.87
H31 0.36 0.65 5.05
H32 1.84 -0.33 5.02
N1 1.13 -1.43 0.20
C32 1.34 -2.31 -0.52
N2 1.50 -3.31 -1.34
C33 1.80 -3.05 -2.75
C34 1.20 -4.19 -3.56
O1 1.68 -5.45 -3.12
C35 1.39 -5.68 -1.76
C36 2.00 -4.60 -0.87
H33 2.89 -3.03 -2.90
H34 1.39 -2.09 -3.05
H35 1.48 -4.10 -4.61
H36 0.10 -4.16 -3.47
H37 1.80 -6.65 -1.50
H38 0.30 -5.69 -1.60
H39 3.09 -4.63 -0.95
H40 1.72 -4.75 0.17
F1 2.44 0.33 -1.85
C37 3.09 0.40 -0.59
F2 3.77 1.61 -0.60
C38 4.27 -0.56 -0.76
F3 3.92 -1.87 -0.73
F4 5.18 -0.37 0.22
F5 4.92 -0.39 -1.92

Output
2S+1: 2
Kohn-Sham gap (spin up / spin down): 7.233 / 7.567 eV
HOMO level (spin up / spin down): -7.034 / -7.360 eV
strongest force on any atom: 2.312 eV Å⁻¹
calculated total energy: -154540.406 eV
net charge: 0
LUMO (spin up / spin down): 0.20 / 0.21 eV
expectation value of S²: 0.7560
ΔE to the lowest compared entry with this formula, charge and spin: 0.0 kcal per mole

---

Entry 5:
ORCA calculation (ωB97M-V with the def2-TZVPD basis set) on a cluster of 8 separate species, C38H40F8O24 in total.

Geometry (Å):
C1 -3.66 0.41 -4.43
O1 -2.58 -0.36 -3.96
C2 -3.02 -1.63 -3.53
C3 -1.93 -2.37 -2.74
C4 -1.43 -1.49 -1.56
C5 -1.86 -2.02 -0.17
C6 -1.94 -0.96 0.94
C7 -0.56 -0.33 1.27
C8 -0.69 1.18 1.55
C9 -1.86 1.75 2.19
C10 -1.99 3.09 2.43
C11 -0.96 3.95 2.03
C12 0.15 3.43 1.44
C13 0.31 2.05 1.20
C14 1.60 1.62 0.59
O2 2.04 0.48 0.64
C15 2.51 2.64 -0.09
F1 3.49 2.17 -0.88
C16 2.36 3.94 0.14
C17 1.24 4.40 1.04
O3 1.20 5.55 1.42
H1 -4.04 0.04 -5.40
H2 -3.39 1.46 -4.55
H3 -4.51 0.36 -3.73
H4 -3.95 -1.56 -2.94
H5 -3.21 -2.23 -4.45
H6 -2.25 -3.37 -2.44
H7 -1.09 -2.46 -3.44
H8 -0.33 -1.52 -1.59
H9 -1.72 -0.44 -1.63
H10 -2.80 -2.58 -0.27
H11 -1.12 -2.77 0.18
H12 -2.65 -0.19 0.59
H13 -2.35 -1.42 1.84
H14 -0.04 -0.87 2.06
H15 0.02 -0.38 0.34
H16 -2.65 1.08 2.50
H17 -2.87 3.50 2.93
H18 -1.03 5.02 2.18
H19 3.01 4.70 -0.29
O4 -3.74 3.54 -3.93
C18 -3.17 4.10 -4.81
O5 -2.69 3.48 -5.92
C19 -2.19 4.50 -6.79
C20 -1.91 5.62 -5.83
F2 -2.09 6.83 -6.41
O6 -2.90 5.43 -4.83
H20 -2.95 4.76 -7.53
H21 -1.29 4.16 -7.31
H22 -0.92 5.58 -5.37
O7 1.63 6.88 -5.03
C21 2.45 6.25 -4.47
O8 2.31 4.95 -4.11
C22 3.56 4.52 -3.57
C23 4.19 5.82 -3.14
F3 5.54 5.78 -3.26
O9 3.67 6.74 -4.08
H23 4.14 4.02 -4.36
H24 3.42 3.82 -2.75
H25 3.92 6.14 -2.13
O10 -0.60 -1.32 4.13
C24 -0.28 -0.42 4.83
O11 -0.21 0.86 4.41
C25 0.07 1.66 5.57
C26 0.72 0.66 6.49
F4 0.46 0.93 7.79
O12 0.08 -0.55 6.14
H26 -0.86 2.06 5.98
H27 0.73 2.49 5.33
H28 1.80 0.57 6.34
O13 5.46 1.28 6.76
C27 5.16 0.53 5.89
O14 3.91 0.44 5.36
C28 3.99 -0.48 4.25
C29 5.20 -1.29 4.60
F5 5.87 -1.70 3.50
O15 6.01 -0.36 5.31
H29 4.11 0.09 3.33
H30 3.08 -1.08 4.18
H31 5.00 -2.15 5.24
O16 -4.23 -3.96 -0.33
C30 -4.52 -4.70 -1.21
O17 -5.76 -4.80 -1.75
C31 -5.68 -5.69 -2.86
C32 -4.46 -6.50 -2.52
F6 -3.79 -6.89 -3.63
O18 -3.66 -5.57 -1.80
H32 -5.55 -5.12 -3.78
H33 -6.58 -6.30 -2.95
H34 -4.66 -7.37 -1.89
O19 3.56 2.75 3.40
C33 4.67 3.03 3.69
O20 5.67 2.13 3.85
C34 6.88 2.86 4.08
C35 6.35 4.17 4.61
F7 7.15 5.20 4.25
O21 5.11 4.30 3.93
H35 7.42 2.98 3.14
H36 7.52 2.35 4.79
H37 6.19 4.19 5.68
O22 -4.75 -9.30 -2.26
C36 -3.87 -9.89 -1.72
O23 -3.95 -11.19 -1.35
C37 -2.65 -11.57 -0.88
C38 -2.06 -10.25 -0.48
F8 -0.72 -10.22 -0.66
O24 -2.67 -9.35 -1.40
H38 -2.09 -12.05 -1.68
H39 -2.73 -12.27 -0.04
H40 -2.30 -9.93 0.54

Output
2S+1: 1
SMILES string: COCCCCCCc1cccc2c1C(=O)C(F)=CC2=O.O=C1OC[C@@H](F)O1.O=C1OC[C@@H](F)O1.O=C1OC[C@@H](F)O1.O=C1OC[C@@H](F)O1.O=C1OC[C@@H](F)O1.O=C1OC[C@@H](F)O1.O=C1OC[C@@H](F)O1
Kohn-Sham gap: 8.296 eV
HOMO level: -9.177 eV
strongest force on any atom: 2.232 eV Å⁻¹
calculated total energy: -110934.175 eV
net charge: 0
LUMO: -0.88 eV